The following is a DFT calculation (ωB97M-V/def2-TZVPD) of C41H69AlBr6Cl2F2N4O12 as an isolated structure.

Each line ends with the Mulliken charge.
Positions of all 137 atoms, in Å:
1 C 1.564368 4.907290 6.358499  -0.334
2 O 0.283219 5.027873 6.927469  -0.476
3 C -0.213147 6.360778 6.850472  0.119
4 C -1.110538 6.550780 5.597471  -0.614
5 C -0.528182 7.588800 4.632262  -0.305
6 C -1.089231 7.533169 3.192898  -1.072
7 C -0.033823 7.047091 2.188338  -0.978
8 C 0.415094 5.596568 2.464984  -0.257
9 C 0.237410 4.652191 1.282038  -0.685
10 C -1.242156 4.536891 0.876208  -0.667
11 C -1.518826 3.185897 0.213905  -1.658
12 C -0.561975 2.858423 -0.923788  1.307
13 C 0.226048 1.684779 -0.750963  -0.339
14 C 1.175529 1.281027 -1.658705  -0.194
15 C 1.987633 0.036874 -1.423767  -0.952
16 C 2.441150 -0.080856 0.007707  0.440
17 O 3.200997 0.597598 0.584091  -0.466
18 Br 1.595169 -1.618465 0.968312  -0.264
19 C 1.359025 2.023391 -2.827925  1.090
20 N 2.295441 1.598779 -3.719207  -0.619
21 C 2.398451 2.340895 -4.795527  -0.396
22 C 1.593972 3.459377 -5.043258  -0.466
23 N 0.714221 3.905652 -4.187376  -0.383
24 C 0.586041 3.184389 -3.032185  0.090
25 C -0.359367 3.622628 -2.080998  0.696
26 C -1.111997 4.916325 -2.339323  -1.683
27 C -2.640334 4.759257 -2.516931  0.976
28 C -3.035383 4.808864 -3.990257  -1.328
29 Cl -3.534718 6.046541 -1.627861  -0.224
30 H 1.580802 5.187269 5.298827  0.012
31 H 1.886572 3.869449 6.434648  0.299
32 H 2.297998 5.524123 6.892049  0.250
33 H -0.822496 6.537708 7.737097  0.330
34 H 0.629490 7.056501 6.796265  -0.286
35 H -2.112524 6.859506 5.900137  0.370
36 H -1.192192 5.563770 5.139464  0.264
37 H 0.560281 7.526287 4.580639  0.363
38 H -0.766172 8.573087 5.044076  0.275
39 H -2.013292 6.952367 3.130420  0.374
40 H -1.328943 8.558585 2.897313  0.384
41 H 0.821124 7.704262 2.330746  0.406
42 H -0.378834 7.187865 1.162582  0.493
43 H -0.194524 5.203543 3.282679  0.160
44 H 1.441775 5.571665 2.836711  0.412
45 H 0.529039 3.654097 1.626176  0.330
46 H 0.837835 4.965838 0.425996  0.227
47 H -1.571661 5.377065 0.273671  0.029
48 H -1.839138 4.582671 1.791663  0.490
49 H -2.581608 3.118148 -0.061399  0.518
50 H -1.366310 2.429820 0.997169  0.541
51 H 0.105980 1.110540 0.170261  0.300
52 H 2.872456 0.001131 -2.058325  0.506
53 H 1.386030 -0.838029 -1.674676  0.354
54 H 3.138768 2.056482 -5.532361  0.489
55 H 1.703765 3.986699 -5.981813  0.466
56 H -0.883246 5.633487 -1.552743  0.379
57 H -0.759994 5.372715 -3.258447  0.647
58 H -2.929491 3.786939 -2.138403  -0.161
59 H -3.873120 4.141571 -4.107406  0.341
60 H -2.221180 4.470750 -4.629234  0.282
61 H -3.401537 5.793887 -4.276755  0.370
62 C 4.518445 -4.017644 -0.270795  -0.170
63 Br 6.194824 -3.315372 0.349244  -0.019
64 Br 4.032217 -3.278605 -1.981435  -0.008
65 Br 4.512871 -5.940535 -0.312694  -0.067
66 H 3.760075 -3.709104 0.435431  0.206
67 Al -1.929514 0.439807 -0.970431  0.688
68 Br 0.961045 8.174771 10.255695  -0.085
69 C 1.029326 10.113473 10.242707  -0.639
70 C 0.054051 10.725491 9.272436  -0.512
71 Br 0.635599 10.748142 7.402872  0.049
72 H 2.057244 10.409833 10.057019  0.368
73 H 0.742581 10.400701 11.251373  0.365
74 H -0.075122 11.785056 9.490611  0.361
75 H -0.910308 10.228626 9.290723  0.396
76 C 4.508243 6.383473 0.418767  -0.766
77 N 3.646717 7.197971 1.321677  0.944
78 O 3.975056 7.302537 2.485152  -0.560
79 O 2.659160 7.701099 0.827298  -0.511
80 H 5.340680 6.000341 0.996254  0.303
81 H 3.897279 5.577486 0.021725  0.300
82 H 4.846043 7.035462 -0.380657  0.286
83 C -0.839426 -10.246064 -3.202551  -0.690
84 O -1.138782 -9.095961 -2.435346  -0.335
85 C -0.213478 -8.834898 -1.385712  -0.690
86 C 0.604278 -7.593221 -1.669587  -0.210
87 N 1.542353 -7.813698 -2.762279  -0.315
88 C 2.197507 -6.601287 -3.248139  0.242
89 C 1.330431 -5.511577 -3.867994  -0.353
90 O 0.732315 -5.865102 -5.102442  -0.468
91 C -0.485582 -6.577021 -5.007711  -0.569
92 H -1.691637 -10.433372 -3.853903  0.246
93 H 0.050309 -10.104656 -3.825143  0.325
94 H -0.690732 -11.121096 -2.562366  0.278
95 H 0.430396 -9.699159 -1.198923  0.443
96 H -0.804580 -8.656935 -0.482819  0.275
97 H 1.166098 -7.325329 -0.769433  0.351
98 H -0.100997 -6.778345 -1.884945  0.154
99 H 1.050922 -8.246993 -3.533163  0.127
100 H 2.925703 -6.911784 -4.001763  0.380
101 H 2.765074 -6.170030 -2.418413  -0.478
102 H 1.988272 -4.668228 -4.092568  0.289
103 H 0.571284 -5.133991 -3.170939  0.266
104 H -1.059131 -6.287756 -4.122593  0.223
105 H -0.322717 -7.658511 -4.996316  0.236
106 H -1.074206 -6.342989 -5.895531  0.318
107 C -2.805961 -2.781782 -5.632079  -1.521
108 C -3.763070 -1.692154 -5.226078  0.579
109 C -3.722045 -0.435832 -6.064705  -0.523
110 O -4.183568 0.551275 -5.128205  -0.281
111 C -3.846092 0.131977 -3.907266  0.682
112 O -3.884826 0.803862 -2.911827  -0.613
113 O -3.429890 -1.150381 -3.927795  -0.300
114 H -2.755882 -3.552379 -4.863282  0.367
115 H -3.130868 -3.240682 -6.565242  0.401
116 H -1.798754 -2.385487 -5.766453  0.340
117 H -4.782333 -2.083732 -5.163221  0.255
118 H -4.372148 -0.468598 -6.934484  0.317
119 H -2.710308 -0.160514 -6.370037  0.310
120 F 3.710003 3.320105 -3.002949  -0.613
121 C -3.143775 -11.369052 1.965575  -1.307
122 C -2.146782 -11.321450 0.827807  0.108
123 O -0.827462 -11.700443 1.249660  -0.311
124 C -0.634807 -13.007358 1.423380  0.763
125 O -1.445539 -13.876703 1.235748  -0.555
126 O 0.620360 -13.188254 1.834743  -0.329
127 C 0.952938 -14.547387 2.130054  -0.649
128 H -2.794795 -10.761681 2.801799  0.311
129 H -4.111270 -10.992200 1.633931  0.373
130 H -3.276781 -12.387468 2.327487  0.353
131 H -2.048524 -10.302557 0.459567  0.089
132 H -2.464745 -11.944551 -0.008286  0.335
133 H 0.728446 -15.195401 1.285815  0.297
134 H 0.412112 -14.884318 3.012986  0.291
135 H 2.020294 -14.563922 2.329407  0.227
136 Cl 2.309397 8.745237 6.938423  -0.282
137 F -0.869580 2.570777 -5.102745  -0.664

Cartesian forces (eV/Å) of the 2 atoms listed first:
C 0.2 -0.1 -0.1
O 0.0 0.0 0.2

Values from the calculation:
- F_max: 0.0184 hartree/bohr
- E_LUMO: -5.6 eV
- HOMO energy: -0.2491 Ha
- Kohn-Sham gap: 0.0417 Eh
- Charge: 0